(1)
{
  "formula": "C4H16NO2",
  "method": "the ωB97M-V functional and the def2-TZVPD basis",
  "relative_energy_ev": 2.282,
  "total_charge": 1,
  "species": ["H", "H", "C", "N", "H", "C", "O", "H", "C", "H", "H", "O", "H", "H", "H", "H", "H", "H", "C", "H", "H", "H", "H"],
  "xyz": [[-1.77, 1.08, -1.53], [-0.20, -0.48, -0.72], [2.70, -0.42, -0.45], [-0.20, 1.28, 0.49], [-0.90, 0.63, -2.80], [0.16, 0.55, -0.85], [-0.86, -3.17, 3.38], [-1.36, -3.73, 4.02], [1.65, 0.66, -0.97], [2.61, -0.42, 0.64], [0.59, 1.01, 1.10], [-2.63, -0.12, 1.00], [2.37, -1.39, -0.85], [1.88, 0.95, -1.98], [1.81, 1.68, -0.48], [-3.35, 0.07, 0.23], [3.51, 0.10, -0.87], [-0.32, 2.19, -2.14], [-0.78, 1.18, -1.89], [-0.79, -3.88, 2.61], [-2.76, -1.08, 0.97], [-1.20, 0.99, 0.67], [-0.14, 2.33, 0.42]]
}



(2)
{
  "formula": "C7H10",
  "method": "the ωB97M-V functional and the def2-TZVPD basis",
  "smiles": "C=C1C[C@@H]2[C@@H]3[C@H]1[C@H]23.[H][H]",
  "relative_energy_ev": 3.607,
  "species": ["C", "C", "H", "H", "H", "C", "C", "H", "H", "C", "C", "H", "C", "H", "H", "H", "H"],
  "xyz": [[-0.50, 1.19, -1.30], [-0.68, 1.64, 0.07], [1.01, -0.50, 2.76], [-2.58, 0.64, -0.60], [2.52, -1.04, -0.33], [0.50, -0.58, -0.06], [0.59, 0.90, -0.29], [1.42, -2.52, -0.17], [-1.30, -1.07, 1.12], [-1.52, 0.50, -0.42], [-0.98, -0.84, 0.08], [1.29, -0.88, 2.19], [1.51, -1.43, -0.18], [-0.89, 2.60, 0.52], [-0.49, 1.62, -2.29], [-1.30, -1.68, -0.54], [1.54, 1.42, -0.30]]
}



(3)
{
  "formula": "C5H4O4Y",
  "method": "the ωB97M-V functional and the def2-TZVPD basis",
  "relative_energy_ev": 0.709,
  "total_charge": 3,
  "species": ["O", "H", "O", "O", "H", "C", "H", "C", "C", "Y", "C", "H", "O", "C"],
  "xyz": [[-3.90, 0.33, 0.54], [-4.76, -0.04, 0.26], [0.13, -1.02, 0.90], [-1.90, -1.04, -0.06], [2.41, 1.00, -0.66], [-2.95, 0.10, -0.25], [-2.10, 1.82, -1.32], [-2.40, 0.76, -1.28], [-0.55, -0.62, -0.07], [2.39, -1.64, 1.04], [3.37, 0.30, -0.11], [3.90, 2.37, -1.01], [-0.42, 0.42, -0.75], [3.64, 1.39, -0.63]]
}



(4)
{
  "formula": "C13H23HgN2O3P",
  "method": "the ωB97M-V functional and the def2-TZVPD basis",
  "relative_energy_ev": 5.341,
  "species": ["H", "C", "O", "H", "Hg", "H", "C", "C", "C", "C", "H", "H", "C", "H", "H", "C", "P", "H", "H", "N", "H", "O", "H", "C", "H", "O", "H", "H", "H", "H", "C", "C", "H", "H", "H", "H", "H", "N", "H", "H", "C", "C", "C"],
  "xyz": [[0.39, -1.15, 2.39], [1.03, 2.22, -2.59], [2.80, -3.05, 3.34], [0.96, 2.96, 1.94], [0.70, -0.51, 0.90], [-3.23, -1.42, -0.10], [0.43, 2.68, 1.01], [-1.63, 1.52, 0.49], [-0.99, -3.61, 0.25], [0.92, 0.30, -1.07], [-2.86, -2.26, -1.64], [1.05, -2.56, -1.69], [1.14, 1.68, -1.30], [-1.36, 1.55, -0.57], [-1.48, 2.34, 2.92], [1.49, 2.56, -0.12], [-0.82, -1.87, -0.32], [-0.40, -2.41, -2.73], [0.16, -0.59, -4.32], [-0.40, 1.47, 1.32], [1.70, 3.59, -0.46], [1.82, -1.32, 2.35], [0.12, 1.67, 3.36], [-2.52, -1.48, -0.94], [1.59, -1.77, 0.66], [3.02, -1.19, 4.21], [0.02, -4.03, 0.41], [-0.27, 3.51, 0.78], [-2.23, 0.61, 0.69], [1.20, 3.30, -2.74], [0.55, -0.50, -2.19], [0.70, 1.41, -3.68], [-1.54, -4.23, -0.48], [0.62, 1.84, -4.69], [2.41, 2.18, 0.33], [-2.49, -0.51, -1.46], [-1.26, 0.55, 3.05], [2.58, -1.87, 3.34], [-2.23, 2.41, 0.75], [-1.52, -3.63, 1.22], [-0.78, 1.50, 2.75], [0.16, -1.94, -1.91], [0.44, 0.05, -3.48]]
}



(5)
{
  "formula": "C5H15N3",
  "method": "the ωB97M-V functional and the def2-TZVPD basis",
  "smiles": "CNCCNCCN",
  "relative_energy_ev": 2.695,
  "species": ["H", "C", "H", "N", "H", "N", "N", "H", "C", "H", "H", "H", "H", "H", "H", "C", "C", "H", "H", "C", "H", "H", "H"],
  "xyz": [[-0.29, 0.64, 2.14], [-0.31, 1.21, 0.14], [-3.28, -1.26, 0.68], [1.84, 0.74, -1.07], [-0.84, 2.18, 0.32], [-0.33, 0.24, 1.21], [-2.18, -2.52, -0.50], [3.60, -0.01, -1.47], [3.28, 1.00, -1.15], [1.71, 1.90, 0.71], [-1.86, -0.85, 2.25], [0.92, 2.57, -0.75], [-2.19, -0.49, -0.61], [-1.23, -2.88, -0.41], [-0.71, 0.67, -0.70], [-1.32, -0.91, 1.29], [-2.33, -1.22, 0.17], [3.76, 1.55, -0.32], [1.67, -0.23, -0.86], [1.15, 1.66, -0.20], [-2.69, -3.32, -0.12], [3.46, 1.85, -1.86], [-0.59, -1.73, 1.39]]
}



(6)
{
  "formula": "C9H18N4O4STi",
  "method": "the ωB97M-V functional and the def2-TZVPD basis",
  "multiplicity": 2,
  "energy_ev": -57722.4094,
  "s_squared": 0.75,
  "total_charge": 1,
  "species": ["Ti", "H", "O", "H", "H", "C", "H", "H", "H", "S", "H", "H", "H", "C", "C", "O", "H", "H", "H", "H", "N", "C", "H", "N", "C", "C", "H", "O", "N", "H", "O", "C", "H", "N", "C", "C", "H"],
  "xyz": [[-0.30, 1.26, 0.31], [-0.62, -2.59, 3.96], [-0.59, -0.53, 1.40], [2.54, -2.25, -2.20], [4.34, 0.71, -3.63], [-3.23, 2.22, 0.19], [-2.04, -2.87, 1.98], [-1.41, -1.74, -0.07], [0.32, -1.99, 0.26], [1.08, 3.35, 1.21], [0.82, -2.40, 2.96], [4.02, -1.81, -3.07], [-3.23, 3.20, -0.29], [-0.97, -2.82, 1.80], [3.25, 0.81, -3.56], [-3.75, 0.71, -1.62], [0.22, -0.07, 3.25], [-2.01, 3.10, 1.60], [-0.61, -3.81, 1.55], [3.01, 1.80, -3.18], [-2.17, 2.18, 1.22], [-0.66, -1.81, 0.71], [2.81, 0.68, -4.55], [1.38, 0.43, -0.70], [-2.92, 1.20, -0.90], [-0.54, -0.73, 2.84], [-1.51, -0.46, 3.26], [0.51, 3.22, -0.19], [2.73, -0.21, -2.65], [2.46, -1.85, -3.93], [-1.61, 0.94, -0.96], [-0.25, -2.21, 3.01], [-4.23, 2.04, 0.59], [0.68, 2.18, 2.03], [2.01, 0.12, -1.63], [2.95, -1.62, -2.98], [-2.48, 1.61, 2.00]]
}



(7)
{
  "formula": "C31H60BClN2O7P",
  "method": "the ωB97M-V functional and the def2-TZVPD basis",
  "energy_ev": -72913.6019,
  "total_charge": 1,
  "species": ["P", "O", "H", "C", "C", "H", "C", "H", "H", "H", "H", "H", "H", "H", "H", "C", "C", "H", "C", "H", "C", "H", "O", "H", "B", "C", "C", "C", "C", "H", "C", "C", "C", "C", "H", "H", "H", "C", "C", "H", "H", "C", "H", "H", "H", "O", "C", "H", "H", "H", "H", "Cl", "H", "C", "H", "H", "H", "O", "H", "H", "C", "H", "C", "H", "H", "C", "O", "H", "H", "N", "H", "H", "H", "C", "H", "C", "O", "H", "H", "H", "H", "C", "N", "C", "H", "H", "C", "H", "C", "H", "O", "H", "H", "H", "H", "H", "H", "H", "C", "H", "C", "H", "H"],
  "xyz": [[1.62, -3.08, 0.87], [0.08, -0.32, 4.61], [-1.86, -4.16, -1.68], [2.93, -1.06, 7.80], [-2.89, 5.11, -5.83], [4.03, 2.24, -2.19], [1.75, -1.08, 6.86], [-2.42, -2.64, 0.87], [5.84, 5.38, 5.63], [5.94, 3.06, -0.47], [1.70, -3.42, 3.29], [-1.54, 1.85, 6.08], [3.52, -1.59, 1.33], [4.68, 3.52, 0.71], [6.60, 2.24, 5.45], [-0.62, 1.77, 5.51], [-2.46, 1.50, -3.31], [4.07, -2.73, 7.09], [-1.63, -3.15, 0.27], [-0.01, 0.71, -4.96], [0.98, -2.89, 2.61], [-2.77, 0.68, 4.00], [7.08, 4.16, 3.09], [-4.11, -4.67, 1.19], [-1.00, 0.89, -3.25], [-1.45, 5.05, -5.38], [-1.15, -6.28, 0.21], [3.44, -2.61, 0.87], [-6.65, -1.80, -6.28], [-0.79, 4.99, -6.25], [3.47, 1.92, -1.31], [7.33, 3.00, 5.14], [-0.48, -0.17, -2.12], [-5.76, 0.08, -7.80], [-3.26, 1.18, -5.42], [-1.29, -7.34, 0.51], [5.91, 2.32, 1.14], [5.29, 2.70, 0.33], [4.41, 1.60, -0.18], [-0.44, 2.70, 4.95], [-4.19, -6.47, 1.13], [-1.31, -1.17, -1.45], [-4.71, -0.19, -7.61], [1.00, -1.80, 2.87], [-2.64, -0.29, -4.63], [2.84, -0.57, 8.91], [-3.50, -5.60, 1.18], [-1.21, 5.94, -4.79], [-0.56, -6.24, -0.74], [-3.14, 7.21, -6.17], [-0.53, -5.75, 0.98], [-3.05, -1.31, -1.80], [-3.05, -6.22, -0.86], [-3.30, 6.27, -6.70], [3.98, -3.40, 1.43], [-1.67, 1.52, 2.87], [0.89, -0.61, 7.34], [-7.30, -1.56, -8.55], [-6.07, 0.86, -7.12], [-1.74, -0.25, 2.89], [-0.79, -2.11, -0.48], [-2.49, 2.55, -3.68], [-3.24, 0.64, -4.44], [1.49, -2.12, 6.62], [-5.84, 0.45, -8.82], [-6.64, -1.14, -7.63], [4.45, 0.48, 0.29], [-7.32, -2.65, -6.30], [-2.85, -5.67, 2.09], [1.27, -0.98, -0.97], [2.77, 2.70, -1.00], [7.73, 3.51, 6.02], [4.57, -1.14, 6.43], [4.22, -1.67, 7.32], [-1.30, 4.17, -4.76], [-2.53, -5.61, -0.07], [-0.05, 1.30, -4.19], [-0.03, -3.34, 2.75], [-5.65, -2.15, -6.02], [4.71, 4.11, 5.05], [-1.03, -3.73, 1.01], [-2.36, -4.18, -0.69], [0.82, -0.12, -1.84], [-0.70, 0.61, 4.55], [-4.36, 6.18, -6.94], [-7.01, -1.09, -5.52], [5.52, 4.79, 4.77], [2.91, 1.02, -1.56], [6.68, 4.00, 4.22], [-3.39, -3.78, -0.85], [-3.69, 4.26, -5.50], [0.21, 1.61, 6.20], [-2.72, 6.26, -7.63], [1.99, -0.53, 5.95], [3.76, -2.52, -0.19], [-4.24, 0.30, -4.11], [8.15, 2.51, 4.62], [5.15, 5.47, 4.00], [-1.80, 0.65, 3.51], [2.28, -0.89, -0.77], [0.66, -1.97, -0.27], [4.97, -1.58, 8.10], [-3.06, 1.37, -2.38]]
}



(8)
{
  "formula": "C32H23IN6O2SSeSn",
  "method": "the ωB97M-V functional and the def2-TZVPD basis",
  "relative_energy_ev": 2.166,
  "total_charge": 2,
  "species": ["H", "H", "H", "N", "C", "H", "N", "N", "C", "H", "N", "H", "O", "H", "C", "O", "H", "C", "C", "C", "S", "C", "C", "C", "C", "C", "H", "H", "H", "H", "C", "C", "H", "H", "I", "H", "Se", "H", "C", "H", "C", "H", "C", "H", "C", "H", "C", "C", "C", "C", "Sn", "H", "C", "C", "C", "C", "N", "C", "C", "H", "C", "N", "C", "C", "C", "H", "C"],
  "xyz": [[-1.60, -2.31, 5.65], [0.55, -1.43, -5.83], [-0.33, -4.00, 0.30], [-1.83, 0.62, -1.78], [-0.39, -1.16, -5.34], [2.89, 5.83, 0.97], [3.03, -3.92, 4.61], [1.01, -1.02, 0.41], [1.75, 4.07, 1.41], [3.54, -1.19, -1.78], [4.47, -3.64, 2.50], [-0.94, 3.96, 3.52], [-1.40, -1.60, -6.20], [2.34, 3.42, 0.78], [-0.45, -1.89, -4.01], [-1.66, -1.88, -0.60], [4.52, -2.56, 0.09], [0.20, 5.71, 3.06], [-1.73, 2.89, -2.70], [2.48, -3.24, 3.64], [0.40, 1.84, 2.12], [0.68, -1.95, 2.60], [-0.67, -4.48, -0.62], [-3.78, 3.67, -0.99], [3.53, -2.13, 0.16], [-1.09, -2.20, -1.67], [-4.59, 3.96, -0.34], [0.74, -3.54, -4.76], [0.69, -3.34, 5.68], [-1.84, 0.41, -3.81], [-2.30, 1.95, -1.84], [1.51, -1.76, 1.41], [-0.90, 2.59, -3.33], [1.28, -0.20, -1.45], [-4.30, 0.94, 0.25], [-1.73, -4.71, -0.47], [4.62, -4.41, 4.07], [-0.39, -0.08, -5.20], [-1.34, -1.55, 3.66], [-0.39, 6.36, 3.69], [1.73, -0.83, -0.69], [-3.54, 5.62, -1.84], [0.67, 3.53, 2.15], [1.54, 7.28, 2.45], [0.17, -3.16, -3.93], [-2.27, -1.26, -5.95], [-0.11, 4.37, 2.96], [3.28, -3.08, 2.46], [2.05, 5.41, 1.52], [0.32, -2.80, 4.82], [-1.21, -0.04, 0.68], [-0.13, -5.40, -0.80], [2.79, -2.33, 1.32], [-0.51, -3.55, -1.76], [-2.17, 4.20, -2.70], [-1.05, -1.39, -2.86], [0.11, -3.93, -2.84], [3.00, -1.37, -0.86], [1.29, 6.23, 2.35], [-1.71, 4.93, -3.36], [-0.93, -2.23, 4.80], [-0.56, -1.41, 2.59], [-3.19, 4.59, -1.85], [1.15, -2.67, 3.70], [-1.60, -0.04, -2.84], [-2.32, -1.10, 3.59], [-3.33, 2.36, -0.99]]
}



(9)
{
  "formula": "C2H5NOS",
  "method": "the ωB97M-V functional and the def2-TZVPD basis",
  "relative_energy_ev": 3.186,
  "species": ["C", "H", "C", "S", "H", "H", "O", "H", "H", "N"],
  "xyz": [[0.75, -0.70, 0.26], [2.72, 0.22, 0.11], [1.71, 0.42, 0.12], [-1.46, 0.53, -0.20], [-2.41, -1.34, 0.77], [-3.08, -0.99, -0.79], [0.60, -1.84, 0.36], [1.44, 0.94, -0.69], [1.79, 1.09, 1.07], [-2.30, -0.91, -0.12]]
}



(10)
{
  "formula": "C3H6S3Si",
  "method": "the ωB97M-V functional and the def2-TZVPD basis",
  "multiplicity": 3,
  "relative_energy_ev": 0.408,
  "s_squared": 2.01,
  "species": ["H", "H", "H", "H", "Si", "H", "H", "C", "S", "S", "C", "C", "S"],
  "xyz": [[-1.41, 2.73, 0.06], [2.01, -0.93, 0.75], [0.88, -2.24, 0.46], [1.76, 1.53, 0.07], [-1.53, -0.08, 2.38], [0.38, -0.10, -1.37], [0.68, 1.29, 1.41], [0.90, -1.15, 0.59], [0.60, -0.91, 2.45], [-0.18, 2.51, -0.60], [0.74, 1.29, 0.31], [0.26, -0.15, -0.23], [-1.47, -0.17, 0.21]]
}



(11)
{
  "formula": "C4H4O",
  "method": "the ωB97M-V functional and the def2-TZVPD basis",
  "relative_energy_ev": 2.542,
  "species": ["O", "C", "C", "C", "H", "H", "H", "C", "H"],
  "xyz": [[0.47, 0.31, 1.46], [-0.40, -0.69, 1.35], [0.90, 0.81, 0.22], [-0.71, -0.71, -0.12], [0.45, 0.36, -1.84], [-1.68, -0.18, 0.03], [1.67, 1.57, 0.28], [0.27, 0.21, -0.78], [-0.97, -1.67, -0.60]]
}



(12)
{
  "formula": "C6H15N2",
  "method": "the ωB97M-V functional and the def2-TZVPD basis",
  "smiles": "C/[NH+]=C(\\N)C(C)(C)C",
  "relative_energy_ev": 1.723,
  "total_charge": 1,
  "species": ["N", "H", "H", "C", "C", "H", "H", "H", "H", "H", "H", "H", "H", "H", "C", "H", "C", "N", "H", "H", "C", "H", "C"],
  "xyz": [[-0.45, -1.63, 0.24], [-0.83, -3.60, 0.79], [0.14, 0.44, -2.18], [0.34, 2.01, 0.87], [-1.72, 1.04, -0.32], [-2.13, 0.12, -0.74], [-2.24, 1.35, 0.63], [2.00, -1.48, 1.00], [0.76, -3.15, 1.00], [2.11, 0.28, 0.83], [-2.20, 1.78, -1.02], [1.44, 0.87, -1.43], [-1.39, -1.36, -0.06], [-0.07, 2.99, 0.89], [0.39, -0.61, 0.30], [0.45, 2.12, -1.93], [-0.22, 1.06, -0.17], [1.65, -0.69, 0.58], [0.17, -3.35, -0.64], [1.39, 2.01, 0.69], [-0.06, -2.99, 0.35], [0.02, 1.63, 1.86], [0.45, 1.17, -1.55]]
}



(13)
{
  "formula": "CH4P2",
  "method": "the ωB97M-V functional and the def2-TZVPD basis",
  "relative_energy_ev": 3.776,
  "species": ["P", "H", "C", "H", "H", "H", "P"],
  "xyz": [[-0.96, -0.23, -0.05], [-0.99, -1.17, 1.01], [-2.56, -0.07, -0.31], [2.44, 0.10, 1.14], [-3.09, 0.55, -1.00], [2.69, 1.07, -0.59], [2.48, -0.25, -0.21]]
}



(14)
{
  "formula": "C7H17NSi",
  "method": "the ωB97M-V functional and the def2-TZVPD basis",
  "smiles": "C[C@@H]1C[Si@@H]1N.C=C(C)C",
  "relative_energy_ev": 4.594,
  "species": ["H", "H", "H", "H", "H", "H", "Si", "C", "H", "H", "H", "C", "C", "C", "H", "H", "H", "H", "C", "C", "N", "H", "H", "H", "C", "H"],
  "xyz": [[0.22, 1.59, -1.67], [2.83, -0.81, 1.12], [1.82, -1.14, -0.33], [-0.76, -2.17, 1.15], [-2.01, 3.45, -0.65], [-2.61, 2.20, 0.60], [-1.69, 0.55, -0.56], [-0.98, 3.38, -1.01], [-1.62, 1.64, 1.65], [3.14, -3.25, 0.52], [-0.85, 4.16, -1.74], [2.55, -3.20, 1.40], [1.35, -2.33, 1.12], [1.85, -0.93, 0.75], [1.19, -0.16, 0.85], [-1.64, 0.95, -3.35], [3.25, -2.82, 2.23], [-0.88, -0.59, -0.84], [0.09, -2.90, 1.25], [-0.70, 1.97, -1.55], [-2.23, 1.31, 0.95], [2.14, -4.11, 1.58], [-2.55, 2.15, -2.36], [0.12, -3.91, 1.53], [-1.78, 1.44, -2.38], [-0.26, 3.54, -0.24]]
}



(15)
{
  "formula": "C3H7N3S",
  "method": "the ωB97M-V functional and the def2-TZVPD basis",
  "smiles": "CNN1C=CSN1",
  "relative_energy_ev": 5.187,
  "species": ["H", "H", "H", "N", "S", "H", "H", "N", "H", "C", "C", "H", "N", "C"],
  "xyz": [[2.19, 1.65, 0.60], [2.13, 0.33, -0.73], [1.37, 1.80, -0.98], [0.33, 0.39, 0.38], [-3.09, 0.43, 0.32], [-0.68, -2.07, -0.97], [-3.27, -1.88, 0.13], [-1.73, 1.01, -0.64], [-0.17, 0.93, 1.04], [1.57, 1.01, -0.14], [-2.51, -1.21, -0.06], [-1.72, 2.07, -0.54], [-0.60, 0.26, -0.67], [-1.34, -1.19, -0.64]]
}



no.,strongest force on any atom (Eh/bohr)
1,0.08725
2,0.00758
3,0.14814
4,0.17906
5,0.03607
6,0.00351
7,0.04476
8,0.02007
9,0.09385
10,0.09818
11,0.00832
12,0.10070
13,0.01792
14,0.10991
15,0.08367